No. 1
Entry from OMol25: a structure of composition C54H31I5IrN8Se (ωB97M-V/def2-TZVPD).

Geometry as ORCA input:
```
! wB97M-V def2-TZVPD RIJCOSX def2/J DEFGRID3
* xyz 2 6
Ir 0.075 -0.006 0.429
I -5.929 -7.232 -2.418
C -4.398 -6.014 -1.697
C -3.439 -5.491 -2.598
C -2.547 -4.554 -2.213
C -2.534 -4.021 -0.906
C -3.433 -4.559 -0.015
C -4.308 -5.621 -0.387
C -1.751 -2.777 -0.599
C -2.468 -1.668 -0.163
C -3.849 -1.635 0.070
C -4.238 -0.309 0.094
C -3.153 0.466 -0.229
C -3.289 1.970 -0.398
C -3.609 2.202 -1.979
C -4.735 2.830 -2.457
C -5.086 2.669 -3.788
C -4.236 2.053 -4.676
I -4.641 2.005 -6.770
C -3.013 1.627 -4.236
C -2.702 1.686 -2.894
C -1.351 2.060 1.399
N 0.000 1.930 1.379
C 0.686 3.013 0.738
C 2.118 3.002 0.653
C 3.033 4.156 0.319
C 4.164 4.002 -0.510
C 5.049 5.067 -0.776
C 4.676 6.416 -0.411
I 5.773 8.050 -1.414
C 3.508 6.596 0.363
C 2.702 5.462 0.690
C 2.743 1.718 0.705
C 4.099 1.456 0.990
C 4.310 0.125 0.832
C 3.079 -0.503 0.346
N 2.095 0.437 0.375
C 3.068 -1.776 -0.287
C 1.856 -2.332 -0.609
C 1.724 -3.661 -1.171
C 0.381 -3.890 -1.327
C -0.326 -2.802 -0.735
N 0.554 -1.817 -0.357
C 4.306 -2.548 -0.485
C 4.983 -2.691 -1.738
C 6.007 -3.614 -1.926
C 6.488 -4.360 -0.807
I 8.202 -5.531 -1.021
C 5.842 -4.225 0.404
C 4.787 -3.318 0.585
C -0.149 4.222 0.326
C -1.485 4.004 0.037
N -2.014 -0.371 -0.271
H -3.469 -5.865 -3.611
H -1.876 -4.149 -2.941
H -3.521 -4.117 0.929
H -4.970 -6.037 0.324
H -4.493 -2.509 0.262
H -5.233 0.097 0.337
H -5.354 3.420 -1.770
H -6.089 3.047 -4.090
H -2.284 1.136 -4.918
H -1.740 1.308 -2.535
H 4.383 3.002 -0.894
H 5.983 4.849 -1.309
H 3.195 7.568 0.600
H 1.858 5.684 1.297
H 4.793 2.249 1.288
H 5.276 -0.387 0.796
H 2.560 -4.305 -1.518
H -0.040 -4.682 -1.868
H 4.529 -2.122 -2.540
H 6.466 -3.781 -2.932
H 6.179 -4.812 1.292
H 4.359 -3.113 1.597
H 0.326 5.185 0.155
H -2.200 4.804 -0.269
I -3.350 2.769 4.994
C -2.843 2.892 2.940
C -3.758 3.776 2.241
C -4.690 3.358 1.270
C -4.469 2.426 0.285
C -1.876 2.570 0.024
N -1.907 2.075 2.600
H -3.826 4.746 2.758
H -5.651 3.905 1.290
H -5.405 1.961 -0.049
H -1.106 2.076 -0.572
Se -0.563 -4.513 3.222
N 0.835 -4.023 4.316
C 1.011 -2.738 4.113
C 1.963 -1.939 4.797
C 2.029 -0.612 4.386
C 1.140 -0.093 3.439
N 0.351 -0.741 2.545
C 0.189 -2.056 2.963
N -0.636 -2.937 2.377
H 2.531 -2.358 5.626
H 2.693 0.108 4.973
H 1.075 0.977 3.318
*
```

Calculated values
**Highest occupied orbital energy (alpha / beta)**: -11.5332 / -12.4200 eV
**Molecular weight**: 1697.60 g mol⁻¹
**Expectation value of S²**: 8.880
**Relative energy (zero: lowest compared OMol25 entry of this formula, charge and spin)**: 407.9 kJ/mol

No. 2
Entry from OMol25: a cluster of 9 separate species, C54H36O18 in total (ωB97M-V/def2-TZVPD).

Geometry as ORCA input:
```
! wB97M-V def2-TZVPD RIJCOSX def2/J DEFGRID3
* xyz 0 1
C 0.207 2.987 -4.855
C -0.313 1.950 -4.266
C -1.581 1.372 -4.698
O -1.969 0.313 -4.203
C -2.264 1.858 -5.921
C -1.640 2.780 -6.652
C -0.465 3.482 -6.127
O 0.001 4.492 -6.654
H 1.116 3.497 -4.662
H 0.123 1.421 -3.402
H -3.085 1.320 -6.265
H -1.980 3.027 -7.613
C 2.957 0.195 -7.207
C 3.260 1.402 -6.754
C 3.162 1.768 -5.305
O 3.299 2.913 -4.905
C 2.899 0.700 -4.353
C 2.437 -0.485 -4.787
C 2.431 -0.827 -6.256
O 2.248 -1.929 -6.650
H 3.135 -0.301 -8.230
H 3.601 2.211 -7.392
H 2.798 0.926 -3.282
H 2.172 -1.214 -4.059
C -3.461 -4.872 -0.999
C -3.010 -5.513 -2.035
C -2.701 -4.837 -3.294
O -2.312 -5.449 -4.256
C -3.086 -3.355 -3.428
C -3.555 -2.698 -2.290
C -3.714 -3.397 -0.965
O -4.045 -2.869 0.066
H -3.790 -5.360 -0.062
H -2.962 -6.630 -1.876
H -2.945 -2.699 -4.317
H -3.800 -1.631 -2.393
C 4.851 3.228 1.825
C 3.602 3.571 2.039
C 2.798 2.808 2.932
O 1.629 3.061 3.122
C 3.470 1.711 3.692
C 4.734 1.378 3.584
C 5.498 2.083 2.525
O 6.642 1.747 2.262
H 5.363 3.758 1.016
H 3.088 4.414 1.591
H 2.852 1.103 4.295
H 5.201 0.444 3.949
C -0.787 0.826 5.610
C -2.025 0.692 6.085
C -2.252 -0.502 6.925
O -3.159 -0.412 7.714
C -1.268 -1.587 7.090
C -0.067 -1.386 6.528
C 0.246 -0.232 5.651
O 1.279 -0.190 5.004
H -0.394 1.738 5.151
H -2.683 1.519 6.110
H -1.452 -2.399 7.818
H 0.676 -2.156 6.670
C 6.516 -3.747 -1.138
C 5.902 -3.130 -0.145
C 4.992 -2.030 -0.460
O 4.860 -1.231 0.469
C 4.489 -1.866 -1.798
C 5.028 -2.535 -2.805
C 6.199 -3.445 -2.576
O 6.848 -3.871 -3.474
H 7.303 -4.487 -0.998
H 6.062 -3.232 0.910
H 3.663 -1.199 -1.830
H 4.657 -2.591 -3.835
C -0.763 2.682 0.889
C -2.008 2.884 1.269
C -2.931 3.723 0.417
O -4.043 3.933 0.767
C -2.437 4.251 -0.873
C -1.198 3.866 -1.261
C -0.354 2.898 -0.512
O 0.558 2.288 -1.079
H -0.009 2.146 1.418
H -2.386 2.717 2.272
H -2.903 5.031 -1.485
H -0.585 4.217 -2.105
C -4.534 -1.486 4.724
C -5.345 -2.104 5.580
C -6.563 -1.527 6.164
O -7.301 -2.217 6.801
C -6.801 -0.087 5.893
C -6.024 0.607 5.082
C -4.835 -0.098 4.342
O -4.160 0.528 3.572
H -3.643 -1.925 4.340
H -5.161 -3.163 5.717
H -7.690 0.394 6.306
H -6.338 1.653 4.869
C -0.777 -0.725 -0.674
C -1.369 -0.941 0.489
C -0.681 -0.751 1.730
O -1.317 -0.653 2.771
C 0.823 -0.596 1.654
C 1.390 -0.296 0.479
C 0.651 -0.518 -0.755
O 1.216 -0.736 -1.784
H -1.379 -0.619 -1.513
H -2.466 -1.097 0.524
H 1.381 -0.537 2.539
H 2.456 -0.145 0.272
*
```

Calculated values
**Highest occupied orbital energy**: -10.0085 eV
**Molecular weight**: 972.86 g mol⁻¹
**Relative energy (zero: lowest compared OMol25 entry of this formula, charge and spin)**: 91.2 kJ/mol
**Structure (SMILES)**: O=C1C=CC(=O)C=C1.O=C1C=CC(=O)C=C1.O=C1C=CC(=O)C=C1.O=C1C=CC(=O)C=C1.O=C1C=CC(=O)C=C1.O=C1C=CC(=O)C=C1.O=C1C=CC(=O)C=C1.O=C1C=CC(=O)C=C1.O=C1C=CC(=O)C=C1